Record 1
DFT (wB97M-V/def2-TZVPD) results for C4H9N in the gas phase.

```
14
Properties=species:S:1:pos:R:3:forces:R:3:lowdin_charge:R:1
N -0.820445 -0.408862 0.398376 2.0 0.6 1.1 -0.094
C 0.350021 -1.309223 0.597419 -0.1 1.3 -0.2 -0.194
C 0.165865 0.728912 -1.760986 -4.7 0.6 0.8 -0.085
C -0.159078 -0.649940 1.789784 -0.6 2.0 0.3 -0.140
C -0.394633 0.861636 -0.228879 3.0 0.2 -1.0 -0.268
H 1.040764 0.148910 -1.820341 1.1 -0.4 -0.1 0.025
H 0.388135 0.225235 2.329064 -0.9 -1.6 -1.4 0.131
H 0.195622 1.746142 -2.219062 0.6 -0.7 0.5 0.069
H -0.006678 -2.289813 0.449047 0.6 -1.3 -0.3 0.090
H -1.190518 1.585562 -0.168288 -0.2 0.2 -0.1 0.087
H 1.333158 -0.947996 0.272905 -0.4 -0.6 -0.3 0.109
H -0.778329 -1.233741 2.452548 -0.2 0.1 0.1 0.081
H 0.562283 1.308834 0.234592 -1.5 -0.5 0.2 0.111
H -0.686168 0.234345 -2.326178 1.2 0.2 0.4 0.077
```
Positions in Å, forces in eV/Å.

Its HOMO energy is -0.34429 hartree. The value obtained for the HOMO-LUMO gap is 0.391 Ha. Its energy is -212.479709 Ha.


Record 2
DFT (wB97M-V/def2-TZVPD) results for 10 unconnected molecules or ions with the total composition C19H21BCl27F7N3O3.

```
81
Properties=species:S:1:pos:R:3:forces:R:3:lowdin_charge:R:1
Cl -3.719421 0.288586 -0.490662 -1.0 1.5 0.0 0.621
Cl -6.518493 0.896271 0.011797 0.0 0.1 0.0 0.542
Cl -2.763003 6.276428 2.711675 0.0 0.0 0.0 0.509
Cl 2.661410 5.443315 0.612890 0.0 0.1 0.0 0.543
Cl 5.760692 0.737944 -4.279542 0.0 0.0 0.0 0.533
Cl -0.811687 2.816189 -3.073961 0.3 0.1 0.2 0.501
Cl -3.108601 4.919904 -5.427315 0.0 0.0 0.0 0.513
Cl 3.165302 -0.441705 -4.837736 0.0 0.0 0.1 0.546
Cl 3.458208 1.455590 -2.661222 0.0 0.2 -0.2 0.595
Cl 0.668284 4.076291 2.218617 -0.2 0.3 0.1 0.562
Cl -1.227968 0.039383 -2.305356 0.5 0.6 -0.8 0.620
Cl -3.111738 4.461891 4.955230 0.2 0.2 0.1 0.510
Cl -3.243734 -7.187881 -1.890443 0.0 0.0 0.0 0.526
Cl -2.999803 2.026380 -5.252898 -0.3 0.0 -0.3 0.492
Cl -3.477056 3.306771 -7.816764 -0.1 0.0 0.0 0.514
Cl 2.564563 5.873991 3.484388 0.0 0.0 0.0 0.522
Cl -3.746715 1.105934 4.389283 0.0 0.0 -0.1 0.533
Cl 6.969396 1.140797 1.411808 0.0 -0.1 -0.1 0.540
Cl -4.291831 7.114694 5.035463 0.0 0.0 0.0 0.516
Cl -5.377322 1.360661 -2.620708 0.0 0.0 0.0 0.521
Cl -0.110698 1.897116 -0.397932 -1.2 0.7 -1.9 0.667
Cl 9.194700 0.919966 -0.441470 0.0 -0.1 0.0 0.509
Cl -5.875113 2.985164 3.764688 -0.2 -0.1 -0.1 0.499
Cl -3.446170 -4.785721 -3.505757 0.0 -0.1 -0.1 0.544
Cl -3.612223 2.696205 1.964832 0.0 0.0 0.0 0.518
Cl 9.196472 -0.621072 2.022695 0.0 0.0 0.0 0.512
Cl -5.651119 -5.566806 -1.784862 0.0 0.0 -0.1 0.521
F 3.874258 -0.257968 -0.450626 0.3 0.7 0.5 0.099
F 1.751429 -1.369502 -0.990725 0.2 0.3 -0.6 0.132
F 4.423670 -1.599634 1.224993 0.2 0.4 0.9 0.177
F 4.031074 -2.501644 -2.101684 -0.9 -0.7 -0.9 0.193
F 2.236902 -3.270228 -0.147765 0.5 -0.6 0.2 0.166
F 4.964108 -3.529669 -0.426216 -0.3 -1.2 0.2 0.221
F 5.771200 -1.724056 -1.181547 0.6 0.3 -0.1 0.125
O 2.229433 -3.480721 2.719355 -0.4 -0.9 -0.2 0.065
O 0.238715 -1.179741 0.813252 0.3 0.0 0.4 -0.036
O 0.041972 -3.332370 1.706028 1.1 -0.9 0.2 0.037
N 2.775280 1.790601 1.259895 1.1 0.3 -0.1 0.099
N 1.838483 -5.787366 2.237570 -1.1 -8.1 -1.7 0.177
N -3.579651 -3.474503 0.680847 0.6 0.0 -0.4 -0.004
C 3.804085 -1.475952 0.064778 -0.5 -2.4 -2.0 -0.381
C 1.033362 -2.690717 2.364403 -0.3 0.6 -1.3 -0.257
C 4.242449 0.167556 -3.579048 -0.1 0.1 0.0 -1.532
C -5.062811 1.364123 -0.882574 0.4 0.0 0.1 -1.508
C 1.468702 -1.543240 1.344106 -1.6 1.4 1.4 -0.272
C 2.321925 -1.949143 0.077320 -0.5 0.8 1.6 -0.332
C -3.739409 3.398544 -6.070456 0.1 -0.2 0.1 -1.544
C 1.886228 -0.303353 2.188989 1.0 0.2 0.1 -0.056
C -0.208931 1.460679 -2.107584 -0.3 0.0 0.0 -1.441
C -3.000552 -2.605647 -0.387268 -0.4 -0.6 0.1 -0.359
C 8.192676 0.066583 0.739570 -0.1 0.1 0.1 -1.555
C 1.613581 5.551507 2.030348 0.0 -0.1 0.0 -1.527
C -2.926791 6.145476 4.466407 -0.1 -0.2 0.0 -1.531
C 1.806578 1.022792 1.451957 -0.9 -0.9 0.7 -0.334
C -4.329932 -6.142539 -2.808091 0.1 0.1 0.1 -1.548
C 2.022335 -4.741787 2.509748 1.5 7.8 1.5 -0.397
C 4.610610 -2.387203 -0.938760 1.0 1.8 1.2 -0.580
C -4.679548 1.863777 3.097103 0.1 0.0 0.1 -1.535
C -1.463272 -2.530782 -0.363914 -0.5 -0.8 0.2 -0.129
B -0.782101 -2.243355 1.086156 -0.7 0.5 -0.4 -0.666
H -4.806132 3.370036 -5.886771 0.0 0.0 0.0 0.010
H 0.818428 1.334876 1.069674 1.1 -1.2 1.6 -0.074
H 0.928136 6.376880 1.883743 0.0 0.0 0.0 0.005
H -1.180042 -1.720672 -1.051257 0.1 -0.8 0.7 -0.025
H 7.687833 -0.746129 0.231388 0.0 0.0 0.0 -0.008
H 0.787000 1.214016 -2.448181 0.0 0.0 0.0 -0.042
H -3.446761 -1.602006 -0.254775 0.6 -1.8 0.0 -0.055
H -3.356021 -3.020026 -1.355683 0.2 0.6 0.1 0.051
H -1.545774 -1.890519 1.969449 -0.3 0.4 0.0 0.115
H -3.083361 -4.358758 0.585880 -0.1 -0.1 0.3 0.059
H 2.855692 -0.428442 2.702228 -0.1 0.2 -0.4 0.123
H -2.023688 6.533877 4.919852 0.0 0.0 0.0 0.011
H -1.004464 -3.454509 -0.778560 -0.3 0.2 0.0 0.108
H -4.756568 -6.722020 -3.616563 0.0 0.0 0.0 0.005
H -5.205594 1.086185 2.556549 0.0 0.0 0.0 -0.023
H 0.672378 -2.343244 3.351032 0.3 0.5 -0.4 0.171
H -4.545636 -3.672001 0.437691 0.0 0.0 0.0 0.025
H -4.795433 2.371678 -0.588209 -0.1 0.0 0.0 -0.016
H 4.465310 -0.645818 -2.898425 0.0 0.3 -0.2 -0.034
H 1.145245 -0.235525 3.001371 0.0 -0.2 -0.4 0.130
H 2.437061 2.605311 0.746281 0.2 0.1 0.0 -0.034
```
Positions in Å, forces in eV/Å.

The total charge is -1. Its HOMO energy is -0.19137 hartree. The value obtained for the HOMO-LUMO gap is 0.252 Ha. Its energy is -14275.654852 Ha.


Record 3
DFT (wB97M-V/def2-TZVPD) results for 5 unconnected molecules or ions with the total composition C6H24N2O4.

```
36
Properties=species:S:1:pos:R:3:forces:R:3:lowdin_charge:R:1
O -3.396561 -2.556428 -0.312250 1.6 2.2 0.8 -0.130
O 3.432539 1.134422 -2.092870 -1.2 0.4 -0.3 -0.034
O -3.230830 -0.102947 0.820819 0.7 -0.3 0.3 -0.071
O 1.746689 3.528382 -1.117144 4.2 -1.1 -2.9 -0.113
N -0.388425 0.998177 0.888412 1.1 -2.5 -0.6 -0.070
N 0.406656 -1.504323 -1.462696 -1.8 1.5 1.7 -0.115
C 1.632538 0.012987 2.149773 -0.6 0.7 -2.3 -0.051
C 0.120760 -0.079503 1.764045 -1.8 0.6 1.9 -0.456
C -0.779534 0.071678 3.019507 -1.6 -0.8 0.5 -0.075
C -0.625484 -0.427923 -1.023457 -2.1 -2.7 -1.6 -0.235
C 0.029700 0.763276 -0.515307 0.7 4.3 1.0 -0.244
C 0.357674 -1.683958 -2.921430 -2.2 -0.1 0.0 -0.145
H 2.662602 3.052247 -1.507954 -3.4 2.1 0.7 0.122
H -3.545269 -1.562361 -0.145516 -0.3 -1.9 -0.3 0.018
H -0.348465 1.722698 -0.950516 0.3 -0.9 -0.5 0.128
H -0.333767 0.771483 3.725541 0.2 0.0 0.1 0.064
H -0.081523 1.853396 1.273060 0.3 1.4 0.1 0.095
H -0.663240 -2.061110 -3.290979 1.3 0.0 0.5 0.094
H -3.819669 0.625744 0.677573 -0.3 0.7 -0.1 0.059
H 2.013033 -0.530676 1.211595 0.8 1.5 1.3 0.087
H -0.916286 -0.908665 3.545363 0.2 0.8 -0.3 0.087
H 0.200030 -2.263774 -0.790944 0.4 -0.2 -1.6 0.097
H 0.352971 -0.661883 -3.366415 0.8 -0.7 0.2 0.083
H -2.319826 0.251126 0.955742 -0.6 0.4 -0.1 0.014
H -0.124143 -0.997171 1.189949 0.4 0.2 0.8 0.116
H 1.155541 0.818410 -0.719586 -1.4 -0.5 0.5 0.096
H -1.852533 0.487157 2.833184 2.0 -0.9 0.0 0.091
H -1.543218 -0.774676 -0.327808 2.8 0.3 -1.4 0.106
H 1.156406 -2.335951 -3.274832 0.0 0.3 -0.1 0.068
H 2.684984 0.659325 -1.704598 -0.2 0.0 -0.4 0.012
H -1.277861 -0.156113 -1.890239 0.8 -0.2 0.2 0.123
H -2.458003 -2.518969 0.024379 -1.3 -0.8 -0.5 0.024
H 1.834670 1.158078 2.292639 0.2 -2.2 -0.6 0.112
H 2.019949 -0.519667 3.019503 -0.6 -0.1 0.0 0.065
H 1.759571 2.958208 -0.385897 -0.7 -1.0 2.2 -0.054
H 4.138317 0.779291 -1.590661 1.5 -0.4 0.6 0.029
```
Positions in Å, forces in eV/Å.

Its HOMO energy is -0.34297 hartree. The value obtained for the HOMO-LUMO gap is 0.359 Ha. Its energy is -653.353932 Ha.


Record 4
DFT (wB97M-V/def2-TZVPD) results for a molecular structure, C37H50O4P2S4Sb2Ti.

```
100
Properties=species:S:1:pos:R:3:forces:R:3:mulliken_spin:R:1
Sb 2.723653 -0.894615 0.771842 0.0 -0.1 0.1 0.003
Sb 0.441988 -1.552021 3.920917 -0.1 0.1 0.2 -0.004
Ti 0.069917 0.209733 0.186888 1.4 0.1 -0.6 1.019
S 1.244063 2.407704 -0.095774 -0.2 -0.1 -0.1 -0.007
S 0.099691 0.256468 -2.230412 -0.1 0.1 0.2 -0.028
S -0.807845 -2.099530 0.320949 0.5 -0.5 0.0 0.009
S -2.017882 0.862957 0.959175 -0.5 0.7 0.4 -0.024
P 0.385996 2.233415 -1.916641 -0.1 -0.1 0.0 0.006
P -2.431505 -1.003260 0.360031 -0.9 0.0 -0.3 0.007
O -1.032788 2.910634 -1.960814 0.2 0.0 0.1 0.000
O -3.472287 -1.708592 1.298801 -0.1 0.0 0.1 0.006
O -3.109845 -0.784776 -1.051509 0.0 -0.2 0.1 -0.005
O 1.140866 2.953809 -3.080395 0.1 0.0 0.0 0.006
C 2.318839 -3.633286 -0.480216 0.1 -0.1 0.1 0.001
C -2.031022 0.226285 4.755169 -0.2 0.0 0.0 0.001
C -2.435175 -2.139400 4.673207 0.0 0.1 0.1 0.001
C 2.030653 1.616037 -4.918684 0.0 0.0 0.0 -0.001
C -1.376699 4.132496 -1.221623 -0.1 0.1 -0.1 0.003
C 2.455039 -5.006505 -0.640498 0.0 0.1 -0.1 0.000
C 3.202993 -5.738321 0.269058 0.0 0.0 0.0 0.000
C -1.576064 -1.058270 4.477235 0.3 -0.1 0.0 -0.002
C -3.410943 -1.923260 -1.909640 -0.2 0.0 0.0 0.003
C 3.822857 -5.103415 1.336288 0.0 0.0 0.0 0.000
C 1.334477 -1.357143 5.866104 -0.1 -0.1 -0.2 0.000
C -2.882285 4.237173 -1.306752 0.1 0.0 0.0 -0.002
C 1.665949 -0.182835 7.944429 0.0 0.0 0.0 0.000
C -4.651427 -0.961897 1.748341 0.0 -0.1 0.0 0.000
C 3.695188 -3.730789 1.498490 0.0 -0.1 -0.1 0.000
C 1.117544 0.448404 3.384758 0.0 -0.1 -0.1 -0.004
C 1.036235 -0.293430 6.713064 0.0 0.0 0.0 0.000
C 2.597062 -1.135293 8.337658 0.0 0.0 0.0 0.000
C 2.263748 -2.312090 6.269592 0.0 0.1 0.0 0.000
C 5.051840 0.947960 0.093517 0.1 0.0 -0.1 0.005
C 2.896653 -2.200354 7.502540 0.0 0.0 0.0 0.000
C -4.158216 -0.656711 5.459131 0.0 -0.1 0.0 0.000
C -3.320643 0.425617 5.237628 0.1 0.1 0.0 0.000
C -0.650535 5.323119 -1.811429 0.0 -0.1 0.0 -0.001
C 3.414416 -0.519509 2.778611 -0.1 0.1 0.0 0.002
C 6.117581 -0.585412 -1.967770 -0.1 -0.1 0.0 0.000
C 2.365745 2.596098 -3.814978 0.0 0.0 -0.1 0.001
C -3.713892 -1.941221 5.176103 0.0 0.0 0.0 0.000
C -5.700910 -1.965175 2.151070 0.1 0.1 0.0 -0.001
C 6.733214 0.597758 -1.588397 0.0 0.0 0.0 0.000
C 6.205481 1.363701 -0.557640 -0.1 0.0 0.0 0.000
C 4.969273 -1.015120 -1.312204 0.1 0.1 0.0 -0.002
C 3.453890 2.113145 -2.886874 -0.1 0.0 0.1 0.002
C 2.632336 0.583674 3.499070 0.1 -0.1 -0.1 -0.005
C -4.898306 -2.189678 -1.913854 0.1 0.1 0.0 0.001
C 2.939286 -2.996077 0.591153 0.0 0.3 0.0 -0.003
C 4.440196 -0.242623 -0.285927 -0.2 -0.1 0.2 -0.004
H 4.193712 -3.241575 2.326399 0.0 0.0 0.0 0.000
H -3.349611 3.340735 -0.900995 0.0 0.0 0.0 0.000
H 2.933377 1.566140 3.122348 0.0 0.0 0.0 0.000
H -2.096207 -3.145652 4.452636 0.0 0.0 0.0 0.000
H 3.303664 -6.808405 0.144436 0.0 0.0 0.0 0.000
H 6.538121 -1.185558 -2.764379 0.0 0.0 0.0 0.000
H 3.177074 1.154465 -2.443918 0.1 0.0 0.1 0.000
H -5.309196 -2.640084 2.908240 0.0 0.0 0.0 0.000
H -1.395530 1.089330 4.607094 0.0 0.0 0.0 0.000
H 7.633994 0.921452 -2.093578 0.0 0.0 0.0 0.000
H 4.374213 1.967320 -3.451586 0.0 0.0 0.0 0.000
H 4.474941 -0.277039 2.714697 0.0 0.0 0.0 0.000
H 3.327213 -1.466957 3.317074 0.0 0.0 0.0 0.000
H 1.201961 1.982632 -5.523081 0.0 0.0 0.0 0.000
H 1.973708 -5.501577 -1.473950 0.0 0.0 0.0 0.000
H 3.649463 2.829139 -2.090321 0.0 0.0 0.0 0.000
H 0.838047 0.686290 2.344895 -0.2 0.1 0.1 0.013
H -5.120470 -2.995548 -2.613591 0.0 0.0 0.0 0.000
H 3.084915 -1.048489 9.299717 0.0 0.0 0.0 0.000
H 4.643609 1.553103 0.896012 0.0 0.0 0.0 0.000
H 1.772891 0.636249 -4.518744 0.0 0.0 0.0 0.000
H 1.426141 0.645084 8.599505 0.0 0.0 0.0 0.000
H 0.625971 1.190929 4.011814 -0.1 0.0 0.0 0.000
H 0.298934 0.447356 6.420410 0.0 0.0 0.0 0.000
H -2.849423 -2.794770 -1.569223 0.0 0.0 0.0 -0.002
H 2.643638 3.553665 -4.253764 0.0 0.0 0.0 0.001
H -3.662937 1.429338 5.456566 0.0 0.0 0.0 0.000
H -5.447436 -1.301163 -2.223870 0.0 0.0 0.0 0.000
H -3.195186 4.362085 -2.343434 0.0 0.0 0.0 0.000
H 2.494447 -3.152216 5.622214 0.0 0.0 0.0 0.000
H -3.045857 -1.638852 -2.893896 0.0 0.0 0.0 0.000
H -0.907929 5.432621 -2.865439 0.0 0.0 0.0 0.000
H -0.942712 6.229805 -1.282160 0.0 0.0 0.0 0.000
H 2.906240 1.505567 -5.559366 0.0 0.0 0.0 0.000
H 6.691915 2.283945 -0.260545 0.0 0.0 0.0 0.000
H -5.152991 -0.501985 5.856270 0.0 0.0 0.0 0.000
H -5.000073 -0.333562 0.926021 0.0 0.0 0.0 0.001
H 4.409860 -5.677250 2.041562 0.0 0.0 0.0 0.000
H 3.616732 -2.946999 7.811923 0.0 0.0 0.0 0.000
H -5.242176 -2.491458 -0.925277 0.0 0.0 0.0 0.000
H -3.215958 5.101761 -0.732796 0.0 0.0 0.0 0.000
H 1.727993 -3.061777 -1.187990 0.0 0.0 0.0 0.003
H -4.329486 -0.335909 2.580921 0.0 0.0 0.0 0.000
H 2.910476 0.554689 4.555406 0.0 0.0 0.0 0.001
H -1.065835 3.974980 -0.186743 0.0 0.0 0.0 0.000
H -4.356706 -2.793474 5.356790 0.0 0.0 0.0 0.000
H 4.503596 -1.953742 -1.589225 0.0 0.0 0.0 0.000
H -6.023120 -2.548927 1.289894 0.0 0.0 0.0 0.000
H -6.563183 -1.439814 2.561976 0.0 0.0 0.0 0.000
H 0.430171 5.211418 -1.722834 0.0 0.0 0.0 0.000
```
Positions in Å, forces in eV/Å.

The total charge is +1. The expectation value of S² is 0.76. Its HOMO energy (spin up / spin down) is -0.39437 / -0.39538 hartree. The multiplicity is 2. The value obtained for the HOMO-LUMO gap (spin up / spin down) is 0.280 / 0.294 Ha. Its energy is -5346.321608 Ha.


Repeat the first record exactly.
DFT (wB97M-V/def2-TZVPD) results for C4H9N in the gas phase.

```
14
Properties=species:S:1:pos:R:3:forces:R:3:lowdin_charge:R:1
N -0.820445 -0.408862 0.398376 2.0 0.6 1.1 -0.094
C 0.350021 -1.309223 0.597419 -0.1 1.3 -0.2 -0.194
C 0.165865 0.728912 -1.760986 -4.7 0.6 0.8 -0.085
C -0.159078 -0.649940 1.789784 -0.6 2.0 0.3 -0.140
C -0.394633 0.861636 -0.228879 3.0 0.2 -1.0 -0.268
H 1.040764 0.148910 -1.820341 1.1 -0.4 -0.1 0.025
H 0.388135 0.225235 2.329064 -0.9 -1.6 -1.4 0.131
H 0.195622 1.746142 -2.219062 0.6 -0.7 0.5 0.069
H -0.006678 -2.289813 0.449047 0.6 -1.3 -0.3 0.090
H -1.190518 1.585562 -0.168288 -0.2 0.2 -0.1 0.087
H 1.333158 -0.947996 0.272905 -0.4 -0.6 -0.3 0.109
H -0.778329 -1.233741 2.452548 -0.2 0.1 0.1 0.081
H 0.562283 1.308834 0.234592 -1.5 -0.5 0.2 0.111
H -0.686168 0.234345 -2.326178 1.2 0.2 0.4 0.077
```
Positions in Å, forces in eV/Å.

Its HOMO energy is -0.34429 hartree. The value obtained for the HOMO-LUMO gap is 0.391 Ha. Its energy is -212.479709 Ha.


> Number 4 is which compound?

C37H50O4P2S4Sb2Ti


> Look up the energy of the first one.

-212.479709 Ha


> Which of these has the highest energy?

C4H9N